[1]
A cluster of 6 separate species, C30H28F40I2NO7 in total at a distorted geometry, computed with ωB97M-V/def2-TZVPD.

Calculated values
Frontier orbital gap: 6.046 eV
E_LUMO: 1.12 eV
Maximum force: 0.041 Eh/bohr

```
! wB97M-V def2-TZVPD RIJCOSX def2/J DEFGRID3
* xyz -1 1
C 10.98 -1.30 -4.20
C 11.31 0.08 -3.63
I 13.30 0.64 -4.26
C 10.29 1.19 -4.09
I 11.12 2.30 -5.78
N 9.05 0.63 -4.53
C 8.31 0.01 -3.40
C 7.29 -1.04 -3.94
O 7.36 -1.38 -5.14
O 6.46 -1.45 -3.10
H 11.87 -1.82 -4.53
H 10.56 -1.91 -3.41
H 10.30 -1.27 -5.05
H 11.28 0.05 -2.55
H 10.19 1.94 -3.31
H 8.48 1.43 -4.81
H 7.73 0.75 -2.86
H 8.99 -0.51 -2.74
C 2.04 -0.07 -1.56
C 3.16 0.96 -1.78
C 4.60 0.45 -1.74
F 4.91 -0.07 -0.54
F 5.44 1.50 -1.96
F 2.99 2.00 -0.91
F 2.96 1.47 -3.03
O 1.46 -0.16 -0.25
C 2.01 -0.95 0.73
C 2.52 -0.11 1.90
F 3.44 0.77 1.48
F 3.11 -0.91 2.83
F 2.96 -1.76 0.23
F 1.01 -1.76 1.18
H 1.21 0.28 -2.17
H 2.30 -1.05 -1.95
H 4.78 -0.31 -2.52
H 1.71 0.43 2.38
C -4.09 -0.75 2.27
C -2.84 0.15 2.16
C -1.48 -0.49 2.43
F -1.38 -0.97 3.69
F -0.51 0.44 2.29
F -3.02 1.24 2.94
F -2.81 0.59 0.87
O -4.84 -0.70 3.48
C -4.49 -1.46 4.57
C -4.09 -0.60 5.77
F -3.06 0.20 5.47
F -3.72 -1.41 6.79
F -3.56 -2.37 4.25
F -5.61 -2.16 4.92
H -4.79 -0.38 1.52
H -3.88 -1.77 1.97
H -1.28 -1.30 1.73
H -4.93 0.02 6.09
C 5.47 4.16 1.42
C 4.33 5.12 1.04
C 4.17 5.47 -0.44
F 5.25 6.10 -0.94
F 3.11 6.32 -0.59
F 4.42 6.25 1.78
F 3.17 4.51 1.41
O 6.68 4.72 1.91
C 7.67 5.16 1.06
C 7.91 6.66 1.18
F 6.79 7.36 0.92
F 8.85 7.05 0.29
F 7.43 4.78 -0.20
F 8.81 4.54 1.44
H 5.09 3.59 2.26
H 5.66 3.42 0.64
H 3.97 4.57 -1.04
H 8.24 6.91 2.19
C -7.13 -4.14 2.02
C -5.89 -4.08 1.10
C -6.09 -4.45 -0.38
F -6.50 -5.72 -0.53
F -4.90 -4.32 -1.02
F -4.90 -4.81 1.64
F -5.48 -2.78 1.11
O -7.30 -5.30 2.83
C -7.93 -6.42 2.34
C -6.99 -7.63 2.30
F -5.91 -7.38 1.53
F -7.64 -8.69 1.77
F -8.51 -6.18 1.15
F -8.93 -6.71 3.21
H -6.98 -3.34 2.74
H -8.04 -3.88 1.48
H -6.81 -3.78 -0.85
H -6.65 -7.88 3.30
C -9.35 1.57 -2.09
C -8.96 0.28 -2.83
C -9.29 -1.06 -2.16
F -8.65 -1.21 -0.98
F -8.89 -2.07 -2.96
F -7.66 0.33 -3.16
F -9.66 0.29 -4.00
O -8.33 2.25 -1.35
C -8.05 1.88 -0.05
C -6.62 1.34 0.08
F -6.42 0.28 -0.72
F -6.41 0.93 1.36
F -8.96 1.02 0.43
F -8.14 3.00 0.70
H -9.60 2.28 -2.87
H -10.25 1.45 -1.50
H -10.37 -1.15 -1.99
H -5.89 2.11 -0.17
*
```

[2]
The ion C6H12NO with charge +1 at a distorted geometry, computed with ωB97M-V/def2-TZVPD.

Calculated values
Frontier orbital gap: 10.507 eV
Energy relative to the best compared isomer or geometry (same formula, charge and spin): 21.5 kcal/mol
E_LUMO: -4.42 eV
Maximum force: 0.102 Eh/bohr

```
! wB97M-V def2-TZVPD RIJCOSX def2/J DEFGRID3
* xyz 1 1
C 0.01 -1.29 -1.55
C -1.34 -1.12 0.18
C -0.26 -0.03 0.38
C 0.49 -0.12 1.67
C -0.96 1.28 0.41
C 1.64 0.57 -1.34
N 0.54 -0.21 -0.84
O -1.05 -1.79 -1.04
H 0.27 -1.40 -2.60
H -1.32 -1.99 0.95
H -2.36 -0.67 0.27
H 1.41 0.56 1.84
H 0.81 -1.08 2.01
H -0.18 0.02 2.63
H -0.31 2.07 0.66
H -1.69 1.18 1.20
H -1.46 1.51 -0.51
H 1.79 1.51 -0.70
H 1.47 1.00 -2.36
H 2.50 0.02 -1.26
*
```

[3]
A cluster of 6 separate species, C6H23NO6 in total at a distorted geometry, computed with ωB97M-V/def2-TZVPD.

Calculated values
Frontier orbital gap: 10.636 eV
Energy relative to the best compared isomer or geometry (same formula, charge and spin): 16.8 kcal/mol
E_LUMO: 0.48 eV
Maximum force: 0.046 Eh/bohr

```
! wB97M-V def2-TZVPD RIJCOSX def2/J DEFGRID3
* xyz 0 1
C -0.59 0.31 1.14
C -0.99 -1.14 1.56
C -1.95 -1.15 2.70
C -1.45 -2.00 0.39
C 0.52 0.35 0.15
N 1.82 0.34 0.61
C 2.18 -0.17 1.95
O 0.26 0.29 -1.05
H -0.35 0.74 2.14
H -1.44 0.85 0.68
H 0.00 -1.63 1.83
H -1.99 -2.15 3.22
H -1.79 -0.37 3.47
H -2.97 -1.04 2.40
H -1.78 -3.03 0.69
H -2.40 -1.74 -0.09
H -0.72 -2.14 -0.40
H 2.50 0.23 -0.12
H 1.64 0.41 2.72
H 2.09 -1.23 2.19
H 3.20 0.22 2.12
H -1.14 3.36 0.51
H -1.47 2.69 -0.89
O -0.84 3.22 -0.39
H 1.99 -1.13 -1.97
H 1.93 -1.86 -3.30
O 2.47 -1.77 -2.51
H -0.78 0.97 -2.42
H -0.57 2.37 -2.89
O -1.28 1.79 -2.60
H 3.52 -3.07 -0.71
H 3.68 -4.17 0.20
O 4.12 -3.33 0.00
H -3.78 3.89 -0.77
H -3.56 2.56 -1.42
O -4.07 2.97 -0.71
*
```

[4]
A structure of composition C24H27NOPmSi at a distorted geometry, computed with ωB97M-V/def2-TZVPD.

Calculated values
Frontier orbital gap (spin up / spin down): 5.930 / 6.030 eV
Energy relative to the best compared isomer or geometry (same formula, charge and spin): 2.2 kcal/mol
E_LUMO (spin up / spin down): -4.05 / -3.97 eV
Maximum force: 0.069 Eh/bohr
⟨S²⟩: 6.008

```
! wB97M-V def2-TZVPD RIJCOSX def2/J DEFGRID3
* xyz 1 5
C 0.75 2.12 -0.02
C -0.44 2.10 -0.82
C -1.57 2.05 0.04
H -0.48 2.13 -1.91
C -1.09 2.06 1.38
C 0.34 2.10 1.34
H 0.99 2.14 2.22
H 1.76 2.18 -0.40
H -2.62 2.04 -0.27
H -1.72 1.98 2.28
Pm -0.48 -0.30 0.45
C -0.31 -2.43 -2.13
H -1.09 -2.42 -1.36
H 0.62 -2.98 -1.85
H -0.80 -2.99 -2.95
Si 0.02 -0.62 -3.14
C 1.67 -1.07 -3.99
C 2.61 -0.03 -4.08
H 2.41 0.95 -3.63
C 3.84 -0.26 -4.71
H 4.53 0.58 -4.83
C 4.18 -1.57 -5.13
H 5.17 -1.77 -5.59
C 3.28 -2.62 -4.91
H 3.56 -3.66 -5.13
C 2.02 -2.37 -4.34
H 1.35 -3.20 -4.10
C -1.32 0.19 -4.22
C -0.91 0.87 -5.37
H 0.00 0.51 -5.87
C -1.65 1.97 -5.84
H -1.32 2.50 -6.74
C -2.81 2.35 -5.17
H -3.39 3.20 -5.53
C -3.29 1.60 -4.08
H -4.24 1.86 -3.63
C -2.57 0.49 -3.63
H -2.96 -0.16 -2.84
H -0.91 -0.19 -1.81
H 0.61 0.73 -2.97
O -0.32 -2.62 0.69
C -0.56 -3.31 1.95
C -0.42 -2.34 3.08
C -0.18 -2.79 4.37
C 0.01 -1.85 5.39
C -0.08 -0.49 5.08
C -0.36 -0.10 3.78
N -0.48 -1.02 2.78
H -0.32 -3.23 -0.07
H -1.59 -3.72 1.93
H 0.20 -4.10 2.00
H -0.15 -3.87 4.51
H 0.20 -2.18 6.42
H 0.07 0.29 5.83
H -0.49 0.95 3.52
*
```

[5]
An isolated molecule of C26H30N4O4S at a distorted geometry, computed with ωB97M-V/def2-TZVPD.

Calculated values
Frontier orbital gap: 8.538 eV
Energy relative to the best compared isomer or geometry (same formula, charge and spin): 20.2 kcal/mol
E_LUMO: 0.34 eV
Maximum force: 0.022 Eh/bohr

```
! wB97M-V def2-TZVPD RIJCOSX def2/J DEFGRID3
* xyz 0 1
C -4.69 0.69 3.12
C -3.41 0.51 2.37
C -2.64 -0.64 2.54
C -1.49 -0.84 1.82
C -1.07 0.10 0.89
C -1.80 1.28 0.74
C -2.96 1.47 1.47
H -3.52 2.38 1.34
H -1.45 2.04 0.07
N 0.11 -0.12 0.14
C 0.14 -0.27 -1.20
O 1.17 -0.41 -1.83
C -1.20 -0.27 -1.94
C -1.72 -1.70 -2.16
C -2.15 -2.35 -0.88
O -1.48 -3.18 -0.30
N -3.36 -2.01 -0.33
C -4.36 -1.13 -0.64
N -5.36 -0.97 0.17
C -6.25 -0.07 -0.30
C -5.95 0.47 -1.51
S -4.46 -0.16 -2.10
H -6.50 1.19 -2.08
H -7.12 0.15 0.28
H -3.54 -2.49 0.56
H -2.55 -1.67 -2.87
H -0.91 -2.30 -2.59
H -1.94 0.33 -1.42
H -1.01 0.18 -2.92
C 1.35 -0.13 0.92
C 2.25 -1.31 0.64
C 3.62 -1.21 0.87
C 4.46 -2.29 0.67
C 3.94 -3.50 0.23
C 2.57 -3.62 0.02
C 1.74 -2.54 0.23
H 0.68 -2.66 0.07
H 2.17 -4.56 -0.31
O 4.73 -4.58 0.01
H 5.65 -4.36 0.20
H 5.52 -2.19 0.85
H 4.03 -0.27 1.23
H 1.05 -0.16 1.97
C 2.06 1.24 0.74
O 1.98 2.09 1.61
N 2.70 1.36 -0.42
H 2.57 0.61 -1.09
C 3.39 2.56 -0.90
C 4.49 2.94 0.10
H 5.21 2.13 0.19
H 4.05 3.14 1.07
H 5.00 3.84 -0.24
C 3.99 2.21 -2.25
H 4.71 1.40 -2.15
H 3.22 1.91 -2.95
H 4.51 3.08 -2.66
C 2.38 3.70 -1.03
H 1.59 3.42 -1.74
H 2.87 4.60 -1.40
H 1.93 3.91 -0.07
H -0.91 -1.75 1.95
H -2.97 -1.38 3.26
H -5.45 0.03 2.70
H -4.56 0.42 4.17
H -5.04 1.71 3.06
*
```

[6]
A structure of composition C20H40AsCoINO3S2Si, computed with ωB97M-V/def2-TZVPD.

Calculated values
Frontier orbital gap (spin up / spin down): 6.302 / 8.005 eV
E_LUMO (spin up / spin down): -8.39 / -6.69 eV
Maximum force: 0.003 Eh/bohr

```
! wB97M-V def2-TZVPD RIJCOSX def2/J DEFGRID3
* xyz 2 1
Co -1.02 -1.14 -0.03
C -0.16 0.34 -3.76
C -1.12 0.39 -2.60
C -1.73 1.76 -2.42
C -2.17 -0.71 -2.68
O -0.36 0.08 -1.34
Si 1.23 0.38 -0.86
S 0.81 -0.66 0.99
O 2.17 -0.49 -1.81
C 3.63 -0.48 -2.02
C 4.31 -0.44 -0.66
C 3.93 -1.78 -2.75
C 3.98 0.73 -2.87
O 1.60 1.92 -0.80
C 1.59 3.08 0.09
C 2.70 2.90 1.10
C 0.23 3.17 0.76
C 1.84 4.28 -0.81
H -0.72 0.53 -4.68
H 0.32 -0.63 -3.84
H 0.61 1.11 -3.67
H -2.32 2.02 -3.30
H -0.95 2.51 -2.30
H -2.40 1.80 -1.55
H -2.78 -0.58 -3.57
H -2.86 -0.66 -1.82
H -1.70 -1.69 -2.75
H 4.00 -1.29 -0.06
H 4.06 0.49 -0.13
H 5.39 -0.47 -0.78
H 3.63 -2.64 -2.14
H 4.99 -1.85 -2.96
H 3.39 -1.82 -3.70
H 3.72 1.65 -2.36
H 3.45 0.69 -3.82
H 5.05 0.73 -3.08
H 2.54 2.00 1.70
H 2.74 3.76 1.77
H 3.67 2.81 0.60
H 0.05 2.29 1.38
H -0.57 3.24 0.02
H 0.19 4.06 1.39
H 2.79 4.17 -1.33
H 1.87 5.19 -0.22
H 1.05 4.38 -1.55
C -0.84 0.20 3.97
As -2.52 0.03 3.07
C -3.66 1.47 3.60
C -3.33 -1.61 3.62
S -2.36 0.31 0.92
H -1.04 0.26 5.04
H -0.35 1.11 3.63
H -0.21 -0.66 3.75
H -3.79 1.43 4.68
H -4.62 1.37 3.10
H -3.19 2.41 3.31
H -3.56 -1.53 4.68
H -2.65 -2.44 3.46
H -4.26 -1.77 3.06
I -5.42 -4.63 1.00
C -3.39 -4.26 1.20
C -2.54 -5.17 1.81
C -1.19 -4.85 1.93
C -0.74 -3.64 1.45
N -1.57 -2.75 0.87
C -2.87 -3.06 0.75
H -2.91 -6.12 2.17
H -0.50 -5.53 2.39
H 0.31 -3.35 1.51
H -3.51 -2.32 0.28
*
```